1.
Molecular formula: C24H33KN3O6
Method: DFT, wB97M-V/def2-TZVPD

Properties
- Relative energy (zero: lowest compared OMol25 entry of this formula, charge and spin): 0.4365 eV
- Net charge: +1
- Calculated total energy: -2149.80873 Eh
- Gap between HOMO and LUMO: 8.20 eV

Each line ends with the Mulliken charge.
Element x y z (Å)
1 K 0.141 -1.895 0.326  0.908
2 C 2.296 -4.209 2.309  -0.648
3 C 0.928 -4.636 2.786  -0.570
4 O 0.081 -3.503 2.774  -0.145
5 C -1.220 -3.773 3.265  -0.651
6 C -1.956 -2.467 3.415  -0.564
7 O -1.975 -1.801 2.161  -0.158
8 C -3.187 -1.178 1.764  -0.759
9 C -3.629 -1.747 0.440  -0.613
10 O -2.638 -1.451 -0.530  -0.010
11 C -2.933 -2.017 -1.792  -0.663
12 C -1.941 -1.498 -2.799  -0.655
13 O -0.635 -1.830 -2.358  -0.055
14 C 0.312 -2.212 -3.345  -0.699
15 C 0.953 -3.513 -2.932  -0.620
16 O 1.645 -3.323 -1.712  -0.178
17 C 2.231 -4.525 -1.244  -0.633
18 C 3.042 -4.233 -0.006  -0.618
19 O 2.192 -3.687 0.989  -0.132
20 H 2.974 -5.066 2.342  0.431
21 H 2.693 -3.433 2.970  0.243
22 H 1.008 -5.041 3.803  0.437
23 H 0.522 -5.420 2.134  0.269
24 H -1.162 -4.267 4.242  0.434
25 H -1.755 -4.437 2.573  0.267
26 H -1.453 -1.839 4.156  0.216
27 H -2.972 -2.672 3.765  0.470
28 H -3.016 -0.102 1.670  0.264
29 H -3.974 -1.336 2.505  0.487
30 H -4.590 -1.308 0.147  0.417
31 H -3.757 -2.833 0.525  0.297
32 H -3.946 -1.741 -2.110  0.431
33 H -2.877 -3.111 -1.733  0.280
34 H -2.035 -0.411 -2.897  0.189
35 H -2.152 -1.952 -3.771  0.559
36 H 1.073 -1.432 -3.439  0.283
37 H -0.167 -2.341 -4.319  0.444
38 H 1.646 -3.849 -3.713  0.420
39 H 0.179 -4.282 -2.808  0.292
40 H 2.889 -4.950 -2.012  0.421
41 H 1.446 -5.259 -1.020  0.301
42 H 3.838 -3.519 -0.237  0.238
43 H 3.502 -5.164 0.338  0.465
44 N 1.503 5.920 0.378  -0.013
45 C 1.158 7.141 -0.163  0.698
46 C 1.621 8.435 0.062  -1.029
47 C 1.026 9.436 -0.676  -0.424
48 C 0.006 9.164 -1.605  -0.509
49 C -0.446 7.881 -1.822  -0.743
50 C 0.146 6.852 -1.087  0.627
51 N -0.105 5.491 -1.108  -0.638
52 C 0.716 4.979 -0.235  0.092
53 C 0.792 3.545 0.060  0.775
54 C 0.108 2.649 -0.756  -0.746
55 C 0.192 1.300 -0.480  -0.189
56 N 0.900 0.787 0.534  -0.210
57 C 1.541 1.653 1.318  -0.577
58 C 1.518 3.024 1.125  -0.677
59 H 2.245 5.750 1.032  0.190
60 H 2.404 8.649 0.776  0.379
61 H 1.351 10.459 -0.537  0.382
62 H -0.429 9.985 -2.159  0.391
63 H -1.230 7.665 -2.535  0.437
64 H -0.472 3.020 -1.590  0.486
65 H -0.330 0.589 -1.114  0.448
66 H 2.107 1.230 2.140  0.409
67 H 2.057 3.658 1.816  0.348

=====

2.
Molecular formula: C24H33MnN3P2Se
Method: DFT, wB97M-V/def2-TZVPD

Properties
- Multiplicity: 4
- Net charge: +2
- Calculated total energy: -5333.20860 Eh
- Gap between HOMO and LUMO (spin up / spin down): 4.60 / 6.28 eV

Each line ends with the Mulliken charge.
Element x y z (Å)
1 C -1.654 2.840 -3.598  -0.941
2 C -1.288 1.766 -2.783  1.253
3 C 0.095 1.534 -2.542  -0.018
4 C 1.051 2.380 -3.128  0.728
5 C 0.654 3.482 -3.886  -0.907
6 C -0.698 3.717 -4.120  -0.954
7 C 2.500 2.038 -2.933  -1.180
8 C 2.690 0.555 -2.930  0.924
9 C 1.655 -0.243 -2.417  0.224
10 C 1.771 -1.663 -2.507  0.722
11 C 2.947 -2.223 -3.000  -0.904
12 C 3.993 -1.414 -3.456  -1.035
13 C 3.852 -0.029 -3.424  -0.837
14 H -2.714 2.990 -3.813  0.413
15 H 1.422 4.129 -4.308  0.454
16 H -1.015 4.584 -4.707  0.392
17 H 3.092 2.484 -3.735  0.532
18 H 3.027 -3.318 -3.016  0.376
19 H 4.908 -1.884 -3.812  0.398
20 H 4.635 0.614 -3.814  0.474
21 N 0.541 0.394 -1.867  -0.659
22 Mn -0.013 0.014 0.111  -0.354
23 C -2.320 0.817 -2.224  -1.355
24 H -2.204 -0.193 -2.649  0.362
25 H -3.325 1.186 -2.459  0.598
26 C 0.623 -2.584 -2.137  -0.980
27 H -0.297 -2.428 -2.730  0.515
28 H 0.938 -3.632 -2.226  0.552
29 P -2.201 0.661 -0.390  1.168
30 P 0.214 -2.406 -0.369  0.963
31 C 1.406 -3.494 0.457  -1.343
32 H 1.193 -3.500 1.535  0.414
33 H 1.302 -4.495 0.018  0.499
34 H 2.423 -3.127 0.278  0.424
35 C -1.406 -3.164 -0.073  -1.123
36 H -1.263 -4.254 -0.150  0.517
37 H -1.770 -2.913 0.934  0.119
38 H -2.139 -2.842 -0.828  0.335
39 C -2.562 2.365 0.120  -1.389
40 H -3.498 2.711 -0.331  0.443
41 H -2.645 2.416 1.210  0.424
42 H -1.752 3.028 -0.197  0.412
43 C -3.694 -0.270 0.056  -1.180
44 H -3.751 -0.390 1.142  0.345
45 H -4.583 0.275 -0.284  0.478
46 H -3.687 -1.262 -0.407  0.343
47 H 2.848 2.464 -1.969  0.261
48 H 1.132 -1.177 -0.008  0.549
49 C -2.394 -1.541 3.501  -0.548
50 N -1.929 -0.239 3.943  0.250
51 C -2.433 0.449 5.038  -0.385
52 C -1.595 1.488 5.285  -0.510
53 N -0.588 1.429 4.326  0.133
54 C 0.619 2.230 4.340  -0.820
55 C -0.774 0.349 3.512  0.176
56 Se 0.570 -0.318 2.401  -0.279
57 H -2.623 -1.522 2.432  -0.055
58 H -3.295 -1.763 4.071  0.303
59 H -1.632 -2.301 3.699  0.369
60 H -3.302 0.094 5.559  0.460
61 H -1.583 2.236 6.058  0.516
62 H 0.373 3.278 4.120  0.328
63 H 1.114 2.155 5.321  0.357
64 H 1.272 1.825 3.553  0.250

=====

3.
Molecular formula: C24H33N2O6
Method: DFT, wB97M-V/def2-TZVPD

Properties
- Relative energy (zero: lowest compared OMol25 entry of this formula, charge and spin): 8.4955 eV
- Net charge: +1
- Calculated total energy: -1494.77252 Eh
- Gap between HOMO and LUMO: 8.22 eV

Each line ends with the Mulliken charge.
Element x y z (Å)
1 C 2.700 -5.017 -1.230  -1.041
2 C 1.156 -4.621 -1.566  -0.435
3 C 1.092 -3.403 -2.657  0.484
4 C 0.839 -4.001 -4.156  -1.381
5 C -0.069 -2.363 -2.319  -0.229
6 C -1.530 -2.788 -2.707  -0.639
7 N -2.697 -1.962 -2.424  0.041
8 C -2.585 -0.691 -1.756  -0.002
9 C -3.845 0.218 -1.394  -0.146
10 C -4.620 0.949 -2.513  -0.384
11 C -5.800 1.745 -1.923  -0.379
12 C -6.049 1.732 -0.421  -0.289
13 N -5.339 1.115 0.650  -0.385
14 C -4.267 0.390 0.057  0.077
15 C -1.169 -0.143 -1.351  -0.698
16 C 0.145 -0.978 -1.621  0.697
17 C 1.589 -0.465 -1.176  0.916
18 C 2.665 -0.371 -2.380  -1.246
19 C 1.511 1.040 -0.541  -1.042
20 C 2.872 1.383 0.273  -0.758
21 H 3.337 -4.069 -1.043  0.251
22 H 2.779 -5.747 -0.353  0.347
23 H 3.165 -5.558 -2.137  0.282
24 H 0.717 -4.190 -0.601  0.371
25 H 0.629 -5.560 -1.945  0.302
26 H 2.142 -2.960 -2.683  0.163
27 H 1.730 -4.685 -4.438  0.384
28 H -0.111 -4.628 -4.228  0.336
29 H 0.860 -3.148 -4.937  0.299
30 H -1.769 -3.795 -3.215  0.222
31 H -3.648 -2.278 -2.672  0.344
32 H -4.399 0.925 -3.628  0.383
33 H -6.487 2.343 -2.614  0.341
34 H -6.978 2.327 -0.071  0.297
35 H -3.604 -0.166 0.825  0.339
36 H -1.146 0.878 -0.836  0.301
37 H 1.934 -1.143 -0.311  0.487
38 H 3.499 -1.136 -2.123  0.231
39 H 3.194 0.654 -2.392  0.409
40 H 2.259 -0.687 -3.399  0.328
41 H 1.406 1.739 -1.459  0.396
42 H 0.652 1.154 0.204  0.291
43 H 2.591 2.090 1.135  0.158
44 H 3.275 0.371 0.654  0.254
45 H 3.619 1.928 -0.398  0.311
46 C 4.195 4.657 2.908  -0.264
47 C 4.680 3.953 4.138  -0.339
48 O 5.101 2.690 3.640  -0.319
49 C 5.387 2.855 2.319  0.685
50 O 5.926 2.032 1.636  -0.528
51 O 4.982 4.077 1.876  -0.312
52 H 4.351 5.736 2.955  0.316
53 H 3.139 4.459 2.700  0.220
54 H 5.536 4.455 4.598  0.270
55 H 3.895 3.833 4.886  0.294
56 C -4.212 1.294 4.622  -0.366
57 C -3.548 1.301 3.279  0.096
58 O -2.350 2.027 3.516  -0.347
59 C -2.074 1.921 4.846  0.611
60 O -1.049 2.276 5.353  -0.527
61 O -3.114 1.360 5.523  -0.321
62 H -4.800 0.392 4.793  0.300
63 H -4.850 2.169 4.778  0.267
64 H -3.289 0.294 2.936  -0.007
65 H -4.154 1.790 2.517  0.283

=====

4.
Molecular formula: C24H33NO2
Method: DFT, wB97M-V/def2-TZVPD

Properties
- Relative energy (zero: lowest compared OMol25 entry of this formula, charge and spin): 0.3201 eV
- SMILES: COc1ccc(CC[C@H](C)N2CCC(CO)(Cc3ccccc3)CC2)cc1
- Calculated total energy: -1139.54907 Eh
- Gap between HOMO and LUMO: 8.81 eV

Each line ends with the Mulliken charge.
Element x y z (Å)
1 C -8.354 -1.850 0.257  -0.837
2 O -7.780 -0.912 -0.618  -0.449
3 C -6.619 -0.300 -0.242  0.860
4 C -5.940 -0.533 0.947  -0.417
5 C -4.769 0.155 1.219  -0.617
6 C -4.251 1.083 0.331  -0.018
7 C -2.960 1.793 0.622  -1.067
8 C -1.776 0.993 0.068  -0.159
9 C -0.414 1.605 0.445  -0.038
10 C -0.188 2.950 -0.250  -1.903
11 N 0.724 0.730 0.203  0.353
12 C 0.876 0.244 -1.152  -0.762
13 C 2.295 -0.290 -1.340  -1.424
14 C 2.650 -1.401 -0.345  2.274
15 C 1.877 -2.691 -0.703  -1.401
16 O 2.056 -3.748 0.207  -0.554
17 C 4.165 -1.732 -0.425  -1.631
18 C 5.080 -0.571 -0.167  0.092
19 C 5.515 0.240 -1.209  -0.254
20 C 6.347 1.318 -0.969  -0.665
21 C 6.765 1.600 0.320  -0.447
22 C 6.355 0.790 1.364  -0.691
23 C 5.522 -0.288 1.121  -0.209
24 C 2.282 -0.927 1.065  -1.070
25 C 0.865 -0.362 1.142  -0.928
26 C -4.935 1.306 -0.859  -0.250
27 C -6.101 0.629 -1.145  -0.724
28 H -8.622 -1.396 1.217  0.335
29 H -9.259 -2.201 -0.239  0.238
30 H -7.687 -2.701 0.431  0.335
31 H -6.310 -1.244 1.670  0.377
32 H -4.254 -0.037 2.150  0.361
33 H -2.976 2.784 0.167  0.398
34 H -2.836 1.911 1.701  0.390
35 H -1.830 -0.023 0.467  0.314
36 H -1.865 0.929 -1.019  0.233
37 H -0.413 1.787 1.527  0.394
38 H -0.809 3.717 0.202  0.508
39 H -0.429 2.896 -1.309  0.336
40 H 0.854 3.239 -0.143  0.464
41 H 0.723 1.072 -1.844  0.564
42 H 0.140 -0.542 -1.397  0.212
43 H 2.982 0.542 -1.183  0.384
44 H 2.414 -0.651 -2.364  0.429
45 H 0.803 -2.500 -0.697  0.363
46 H 2.158 -3.007 -1.719  0.495
47 H 2.981 -4.018 0.192  0.388
48 H 4.371 -2.132 -1.422  0.453
49 H 4.386 -2.509 0.312  0.690
50 H 5.205 0.019 -2.221  0.409
51 H 6.674 1.937 -1.792  0.386
52 H 7.415 2.442 0.508  0.379
53 H 6.687 0.995 2.371  0.378
54 H 5.220 -0.924 1.941  0.410
55 H 2.373 -1.759 1.766  0.319
56 H 2.974 -0.137 1.359  0.415
57 H 0.696 0.023 2.152  0.538
58 H 0.134 -1.169 0.964  0.252
59 H -4.550 2.024 -1.568  0.379
60 H -6.637 0.802 -2.065  0.410

=====

5.
Molecular formula: C24H33O3Si
Method: DFT, wB97M-V/def2-TZVPD

Properties
- Relative energy (zero: lowest compared OMol25 entry of this formula, charge and spin): 1.7297 eV
- Net charge: +1
- Calculated total energy: -1449.26160 Eh
- Gap between HOMO and LUMO: 6.53 eV

Each line ends with the Mulliken charge.
Element x y z (Å)
1 C -5.566 0.785 -0.835  -1.016
2 Si -3.934 -0.102 -0.997  0.124
3 C -3.959 -1.785 -0.184  -0.975
4 C -3.336 -0.170 -2.751  -0.896
5 O -2.713 0.855 -0.248  -0.476
6 C -2.095 0.627 0.928  0.161
7 C -0.734 0.303 0.905  0.614
8 C -0.112 -0.207 2.148  0.043
9 C -0.965 -0.147 3.431  -1.154
10 C -2.437 -0.374 3.178  -0.800
11 C -2.947 0.674 2.159  -0.501
12 H -6.318 0.276 -1.459  0.347
13 H -5.954 0.814 0.192  0.337
14 H -5.486 1.823 -1.191  0.313
15 H -4.529 -2.473 -0.829  0.457
16 H -2.947 -2.201 -0.079  0.335
17 H -4.435 -1.796 0.807  0.301
18 H -4.065 -0.666 -3.411  0.497
19 H -3.165 0.846 -3.131  0.225
20 H -2.384 -0.712 -2.833  0.180
21 H -0.484 -0.262 -0.085  0.203
22 H 0.251 -1.237 1.983  0.270
23 H 0.787 0.348 2.413  -0.091
24 H -0.590 -0.874 4.159  0.414
25 H -0.848 0.847 3.872  0.360
26 H -2.621 -1.385 2.791  0.301
27 H -3.025 -0.293 4.104  0.447
28 H -2.832 1.685 2.611  0.400
29 H -4.025 0.497 1.931  0.109
30 C 6.445 -0.587 3.338  -0.794
31 O 5.622 0.593 3.304  -0.408
32 C 4.549 0.660 2.465  0.828
33 C 3.796 1.861 2.545  -0.854
34 C 2.678 2.009 1.760  -0.053
35 C 2.230 0.965 0.920  -0.125
36 C 1.017 1.176 0.130  -0.718
37 C 1.069 0.899 -1.296  0.039
38 C -0.040 1.299 -2.086  -0.204
39 C -0.163 0.894 -3.398  -0.793
40 C 0.757 -0.042 -3.936  0.834
41 O 0.337 -0.669 -5.068  -0.410
42 C 1.010 -1.855 -5.536  -0.836
43 C 1.900 -0.418 -3.194  -0.982
44 C 2.082 0.121 -1.923  -0.390
45 C 2.896 -0.288 0.972  -0.180
46 C 4.071 -0.439 1.695  -0.940
47 H 7.165 -0.382 4.134  0.242
48 H 5.849 -1.480 3.581  0.330
49 H 6.969 -0.724 2.381  0.343
50 H 4.182 2.687 3.166  0.417
51 H 2.148 2.967 1.736  0.439
52 H 0.382 2.010 0.446  0.569
53 H -0.817 1.926 -1.630  0.425
54 H -0.980 1.255 -4.027  0.549
55 H 0.420 -2.168 -6.399  0.249
56 H 2.040 -1.634 -5.851  0.338
57 H 1.008 -2.650 -4.776  0.364
58 H 2.652 -1.092 -3.627  0.378
59 H 3.021 -0.086 -1.407  0.735
60 H 2.501 -1.134 0.388  0.721
61 H 4.674 -1.365 1.612  0.361

=====

6.
Molecular formula: C24H34AsBF6IrN7
Method: DFT, wB97M-V/def2-TZVPD

Properties
- Relative energy (zero: lowest compared OMol25 entry of this formula, charge and spin): 0.0000 eV
- Multiplicity: 5
- Net charge: +2
- Calculated total energy: -4281.91069 Eh
- Gap between HOMO and LUMO (spin up / spin down): 8.74 / 5.17 eV

Each line ends with the Mulliken charge.
Element x y z (Å)
1 Ir 0.369 -0.607 0.673  1.905
2 C 2.791 -2.330 -1.389  -1.231
3 C 1.625 -1.623 -1.995  0.657
4 C 1.285 -1.600 -3.351  -1.279
5 C 0.082 -0.936 -3.448  0.535
6 C -0.748 -0.675 -4.660  -1.480
7 N -0.278 -0.555 -2.200  0.867
8 N 0.684 -0.964 -1.308  -0.701
9 B -1.680 -0.152 -1.734  -0.692
10 N -2.200 -1.354 -0.801  1.019
11 N -1.479 -1.759 0.194  -0.455
12 C -2.167 -2.784 0.818  0.550
13 C -1.631 -3.500 1.961  -1.305
14 C -3.407 -2.977 0.144  -1.216
15 C -3.424 -2.084 -0.869  0.707
16 C -4.429 -1.812 -1.919  -1.239
17 N -1.708 1.087 -0.855  0.923
18 N -1.020 1.089 0.322  -0.045
19 C -1.370 2.192 0.994  0.568
20 C -0.851 2.529 2.348  -2.102
21 C -2.300 2.912 0.229  -1.733
22 C -2.504 2.182 -0.926  1.009
23 C -3.410 2.465 -2.076  -1.381
24 H 3.321 -2.868 -2.172  0.461
25 H 2.453 -3.056 -0.646  0.237
26 H 3.493 -1.659 -0.897  0.154
27 H 1.849 -2.037 -4.160  0.579
28 H -0.156 -0.872 -5.551  0.420
29 H -1.097 0.357 -4.699  0.309
30 H -1.622 -1.328 -4.689  0.279
31 H -2.417 -0.049 -2.657  -0.049
32 H -0.548 -3.427 2.028  0.216
33 H -1.971 -4.536 1.966  0.471
34 H -2.026 -3.027 2.876  0.274
35 H -4.159 -3.707 0.397  0.577
36 H -5.278 -2.480 -1.794  0.375
37 H -4.005 -1.962 -2.915  0.285
38 H -4.782 -0.780 -1.859  0.239
39 H 0.084 2.021 2.573  0.334
40 H -1.569 2.218 3.106  0.448
41 H -0.724 3.607 2.449  0.459
42 H -2.778 3.840 0.501  0.568
43 H -3.794 3.479 -1.997  0.433
44 H -4.265 1.785 -2.085  0.208
45 H -2.893 2.364 -3.032  0.273
46 C 0.860 3.013 -1.240  -0.584
47 N 1.764 2.469 -0.258  0.466
48 C 1.933 3.156 1.002  -0.888
49 C 2.767 1.503 -0.681  -0.931
50 C 3.211 0.553 0.402  1.248
51 C 4.537 0.601 0.804  -0.624
52 C 5.023 -0.284 1.762  -0.967
53 C 4.168 -1.206 2.345  -0.845
54 C 2.833 -1.239 1.974  -0.452
55 C 2.325 -0.366 1.003  0.574
56 H 1.353 3.876 -1.709  0.445
57 H -0.053 3.359 -0.756  0.218
58 H 0.644 2.265 -2.000  0.134
59 H 2.769 3.859 0.889  0.324
60 H 2.189 2.444 1.785  0.298
61 H 1.031 3.706 1.250  0.438
62 H 3.628 2.107 -1.000  0.609
63 H 2.383 0.990 -1.563  0.230
64 H 5.209 1.327 0.360  0.471
65 H 6.065 -0.246 2.050  0.428
66 H 4.533 -1.893 3.097  0.517
67 H 2.183 -1.958 2.455  0.388
68 F -0.095 -0.281 2.636  -0.887
69 As -0.097 -0.687 4.610  2.136
70 F 1.539 -0.209 4.530  -0.426
71 F -0.562 0.946 4.745  -0.431
72 F -0.122 -1.060 6.244  -0.408
73 F -1.730 -1.110 4.287  -0.450
74 F 0.366 -2.262 4.081  -0.462